Entry 1:
ORCA calculation (ωB97M-V/def2-TZVPD) on a molecular structure, C33H42BrF6N7O5S2Sb2Sn at a distorted geometry.

CARTESIAN COORDINATES (ANGSTROEM)
Sn (0.273, 0.926, -0.465)
N (2.137, 1.454, -1.709)
C (2.141, 2.816, -2.283)
C (1.674, 3.858, -1.249)
N (0.374, 3.438, -0.759)
C (-0.309, 4.272, 0.236)
C (-1.759, 3.877, 0.288)
N (-1.990, 2.515, 0.839)
H (2.965, 1.225, -1.143)
H (2.027, 0.742, -2.412)
H (1.405, 2.777, -3.118)
H (3.112, 3.146, -2.673)
H (1.624, 4.879, -1.728)
H (2.368, 3.938, -0.338)
H (-0.265, 3.398, -1.565)
H (-0.297, 5.347, -0.050)
H (0.220, 4.162, 1.203)
H (-2.183, 3.901, -0.708)
H (-2.285, 4.654, 0.925)
H (-2.779, 2.076, 0.385)
H (-2.240, 2.616, 1.805)
C (3.731, 1.457, 2.547)
Sb (1.608, 1.832, 2.764)
C (1.861, 3.569, 4.001)
C (1.171, 0.332, 4.269)
C (-0.109, 0.473, 5.043)
C (-0.251, 1.522, 5.939)
C (-1.307, 1.655, 6.829)
C (-2.369, 0.768, 6.748)
C (-2.341, -0.196, 5.761)
C (-1.214, -0.414, 4.983)
C (-1.337, -1.566, 4.031)
Sb (-2.303, -1.113, 2.118)
C (-2.664, -3.162, 1.614)
C (-4.326, -0.896, 2.858)
H (4.198, 1.236, 3.499)
H (4.242, 2.308, 2.120)
H (3.903, 0.623, 1.804)
H (2.670, 3.389, 4.732)
H (0.952, 3.821, 4.576)
H (2.111, 4.410, 3.399)
H (1.982, 0.375, 5.002)
H (1.205, -0.675, 3.866)
H (0.616, 2.223, 5.990)
H (-1.317, 2.445, 7.565)
H (-3.176, 0.868, 7.446)
H (-3.179, -0.881, 5.662)
H (-1.908, -2.319, 4.560)
H (-0.383, -2.045, 3.781)
H (-2.908, -3.736, 2.491)
H (-1.796, -3.578, 1.119)
H (-3.514, -3.137, 0.944)
H (-4.614, -1.792, 3.510)
H (-4.994, -0.828, 1.986)
H (-4.376, -0.022, 3.456)
Br (4.101, -2.598, -6.473)
C (3.583, -3.727, -4.978)
C (2.614, -4.675, -5.227)
C (2.269, -5.520, -4.215)
C (2.838, -5.380, -2.940)
C (3.792, -4.428, -2.709)
C (4.161, -3.578, -3.742)
N (2.370, -6.223, -1.882)
N (1.975, -5.766, -0.806)
C (1.806, -4.366, -0.567)
C (2.363, -3.920, 0.620)
C (2.384, -2.548, 0.940)
C (1.837, -1.594, 0.078)
O (1.838, -0.334, 0.405)
C (1.168, -2.058, -1.088)
N (0.527, -1.130, -1.916)
C (-0.060, -1.566, -3.013)
C (-0.233, -2.926, -3.298)
C (0.368, -3.849, -2.492)
C (1.126, -3.425, -1.381)
H (2.056, -4.794, -6.157)
H (1.585, -6.314, -4.386)
H (4.194, -4.363, -1.706)
H (4.895, -2.770, -3.568)
H (2.823, -4.640, 1.312)
H (2.835, -2.255, 1.896)
H (-0.474, -0.776, -3.598)
H (-0.766, -3.225, -4.162)
H (0.243, -4.870, -2.790)
F (-4.684, 0.479, -4.599)
C (-4.502, 0.299, -3.338)
F (-5.598, -0.218, -2.765)
F (-3.544, -0.635, -3.210)
S (-3.985, 1.868, -2.552)
O (-4.150, 1.671, -1.153)
O (-4.790, 2.864, -3.162)
N (-2.427, 1.901, -2.881)
S (-1.710, 2.086, -4.245)
O (-0.354, 1.629, -4.030)
O (-2.386, 1.654, -5.423)
C (-1.583, 3.917, -4.333)
F (-2.641, 4.474, -3.804)
F (-0.528, 4.341, -3.581)
F (-1.410, 4.325, -5.575)

Its electronic energy is -6706.48241 a.u. The HOMO-LUMO gap is 7.2 eV. The HOMO energy comes out at -0.28412 Eh.

---

Entry 2:
ORCA calculation (ωB97M-V/def2-TZVPD) on 2 unconnected molecules or ions with the total composition C3H8O at a distorted geometry.

CARTESIAN COORDINATES (ANGSTROEM)
C (-3.734, -0.216, 2.420)
H (-2.796, -0.795, 2.620)
H (-4.046, -0.215, 1.378)
H (-3.355, 0.817, 2.640)
H (-4.540, -0.666, 3.022)
C (3.185, 0.244, -0.851)
C (2.446, 0.335, -1.951)
O (2.491, -0.517, -3.066)
H (2.835, 0.436, 0.191)
H (4.204, -0.029, -0.874)
H (1.606, 0.944, -1.901)
H (1.705, -0.337, -3.627)

Its electronic energy is -194.26472 a.u. The structure (SMILES) is C=CO.C. The HOMO-LUMO gap is 9.6 eV. The HOMO energy comes out at -0.32619 Eh.

---

Entry 3:
ORCA calculation (ωB97M-V/def2-TZVPD) on a molecular structure, C3H9NS at a distorted geometry.

CARTESIAN COORDINATES (ANGSTROEM)
C (1.101, -0.701, -2.684)
C (0.510, 0.191, -1.619)
C (-0.631, -0.212, -1.002)
N (-1.252, 0.529, 0.005)
H (0.671, -1.703, -2.759)
H (0.970, -0.238, -3.680)
H (2.185, -0.816, -2.563)
H (0.981, 1.089, -1.262)
H (-1.074, -1.186, -1.256)
H (-0.518, 0.206, 1.065)
H (-1.076, 1.521, -0.144)
H (-2.325, 0.350, 0.101)
S (0.108, 0.080, 2.521)
H (1.335, 0.129, 1.952)

Its electronic energy is -572.58078 a.u. The HOMO-LUMO gap is 8.6 eV. The HOMO energy comes out at -0.29453 Eh.

---

Entry 4:
ORCA calculation (ωB97M-V/def2-TZVPD) on CHF3OS2 in the gas phase at a distorted geometry.

CARTESIAN COORDINATES (ANGSTROEM)
C (-1.760, 0.255, 0.110)
O (-0.475, 0.172, -0.006)
F (-2.315, -0.837, -0.549)
F (-2.265, 1.335, -0.487)
F (-2.154, 0.324, 1.418)
S (1.454, -0.450, -0.305)
S (3.347, -0.944, 0.219)
H (4.168, 0.144, -0.399)

Its electronic energy is -1209.80801 a.u. The structure (SMILES) is FC(F)(F)OSS. The HOMO-LUMO gap (alpha / beta) is 6.8 / 6.5 eV. The HOMO energy (alpha / beta) comes out at -0.38636 / -0.38014 Eh.

---

Copy entry 4 word for word.
ORCA calculation (ωB97M-V/def2-TZVPD) on CHF3OS2 in the gas phase at a distorted geometry.

CARTESIAN COORDINATES (ANGSTROEM)
C (-1.760, 0.255, 0.110)
O (-0.475, 0.172, -0.006)
F (-2.315, -0.837, -0.549)
F (-2.265, 1.335, -0.487)
F (-2.154, 0.324, 1.418)
S (1.454, -0.450, -0.305)
S (3.347, -0.944, 0.219)
H (4.168, 0.144, -0.399)

Its electronic energy is -1209.80801 a.u. The structure (SMILES) is FC(F)(F)OSS. The HOMO-LUMO gap (alpha / beta) is 6.8 / 6.5 eV. The HOMO energy (alpha / beta) comes out at -0.38636 / -0.38014 Eh.